# 1
Density functional theory data (ωB97M-V with the def2-TZVPD basis set) for 3 unconnected molecules or ions with the total composition C3H12N4 at a distorted geometry.

The geometry in XYZ format:
```
19
Properties=species:S:1:pos:R:3:forces:R:3:mulliken_charge:R:1
C 0.478 -0.389 1.464 -0.81 -0.70 0.41 -0.714
N 0.597 0.358 0.251 0.75 0.71 -0.08 0.097
N 2.801 1.802 1.006 -2.06 0.80 -0.44 -0.623
N 0.169 1.506 0.177 -1.26 -0.33 -1.08 -0.590
H 1.862 2.351 0.730 3.79 -1.21 0.87 0.284
H -0.512 1.781 0.921 0.60 -0.28 0.66 0.231
H 3.575 2.272 1.466 -0.63 0.47 -0.29 0.176
H 3.159 1.297 0.199 -0.34 0.31 0.07 0.214
H 1.484 -0.569 1.842 0.02 0.19 -0.08 0.277
H 0.040 -1.358 1.207 -0.04 0.08 0.15 0.252
H -0.129 0.118 2.229 0.05 0.00 -0.09 0.376
C -2.237 -0.357 -1.485 -0.16 0.03 0.07 -1.068
C -1.327 -1.529 -1.592 -0.09 -0.02 -0.51 0.227
N -1.220 -2.361 -0.655 0.14 -0.23 0.62 -0.622
H -0.543 -3.102 -0.826 -0.09 0.05 -0.33 0.227
H -0.808 -1.621 -2.556 0.17 -0.04 0.18 0.354
H -1.652 0.562 -1.515 -0.08 0.05 -0.17 0.271
H -2.948 -0.366 -2.313 0.05 0.14 -0.04 0.357
H -2.789 -0.396 -0.549 -0.01 -0.02 0.08 0.272
```
Positions in Å, forces in eV/Å.

Strongest force on any atom ... 4.07 eV/A
LUMO energy ... 0.8 eV
Orbital gap ... 9.799 eV
SMILES string ... [H]/N=C/C.[H]/N=N\C.N
HOMO energy ... -9.0 eV
Charge ... 0

---

# 2
Density functional theory data (ωB97M-V with the def2-TZVPD basis set) for a molecular structure, C12H24HoN6O6 at a distorted geometry.

The geometry in XYZ format:
```
49
Properties=species:S:1:pos:R:3:forces:R:3:mulliken_charge:R:1
O 0.136 -0.649 -3.227 1.14 -2.83 1.74 -0.546
H -0.668 -0.917 -3.719 0.21 0.02 0.54 0.385
Ho -0.112 -0.150 -1.036 -4.32 2.01 1.84 0.546
N -1.025 -1.699 0.592 -2.17 0.31 0.34 0.600
N -2.300 -0.941 -1.514 0.30 -0.92 3.54 0.000
N 1.653 -0.208 0.587 3.10 1.35 0.95 0.381
N 1.835 0.935 -1.743 2.91 1.08 0.32 0.382
O -0.350 -2.353 1.515 0.30 0.33 0.12 -0.999
O 1.604 -0.805 1.810 -0.16 0.53 -0.98 -0.525
O 2.057 1.454 -3.034 -0.38 -0.31 0.59 -0.537
O -2.198 0.294 -1.975 -0.53 1.21 -1.19 -0.668
C -3.062 -1.070 -0.367 1.17 0.04 -2.49 0.636
C -2.385 -1.660 0.733 1.97 -0.57 -0.36 0.182
C 2.709 0.610 0.413 -2.31 -2.03 1.54 0.378
C 2.814 1.228 -0.885 -1.90 -0.12 -2.72 0.412
C -3.094 -2.057 1.983 0.07 -0.52 0.09 -1.358
H -3.355 -1.174 2.588 0.05 -0.21 -0.17 0.256
H -2.454 -2.716 2.579 -0.18 0.18 -0.08 0.367
H -4.024 -2.583 1.731 0.22 0.15 0.18 0.414
C -4.438 -0.529 -0.278 -0.20 0.79 0.04 -1.396
H -4.778 -0.232 -1.277 0.07 -0.01 0.30 0.365
H -4.482 0.354 0.382 -0.14 -0.21 -0.17 0.237
H -5.126 -1.283 0.129 0.22 0.16 -0.08 0.409
C 3.729 0.872 1.469 0.04 -0.09 0.15 -1.487
C 3.959 2.098 -1.255 0.16 0.08 -0.20 -1.358
H 3.496 0.288 2.361 0.11 0.17 -0.20 0.402
H 3.750 1.940 1.730 -0.03 -0.23 -0.07 0.329
H 4.730 0.603 1.108 -0.20 0.05 0.09 0.340
H 3.840 2.431 -2.288 0.17 -0.01 0.32 0.409
H 4.903 1.546 -1.157 -0.19 0.13 0.02 0.347
H 4.013 2.970 -0.589 -0.02 -0.23 -0.09 0.334
H 0.789 -1.462 1.736 -0.05 -0.32 0.09 0.470
H 1.484 0.915 -3.615 0.10 0.16 0.39 0.382
C 0.613 -1.975 -2.275 0.28 -0.34 -3.78 -0.368
H -0.268 -2.502 -1.869 0.14 0.60 -0.04 0.334
H 1.406 -1.671 -1.551 -0.32 -0.06 -0.69 0.272
H 1.079 -2.569 -3.054 0.13 -0.24 0.36 0.526
O 1.081 -4.698 0.667 0.17 0.84 0.31 -0.681
H 1.956 -4.668 1.088 -0.46 -0.11 -0.18 0.307
H 0.605 -3.913 1.034 0.24 -0.63 -0.22 0.398
N -1.688 2.971 1.944 0.15 0.06 -0.24 -0.052
C -0.932 3.875 1.205 -0.04 -0.66 -0.08 -0.548
C -0.354 3.141 0.208 -0.48 -0.42 0.50 -0.528
N -0.752 1.812 0.328 -0.06 -0.07 0.42 0.167
C -1.556 1.745 1.388 0.48 0.58 -0.39 -0.441
H -2.250 3.177 2.765 0.24 0.00 -0.34 0.236
H -0.867 4.923 1.437 -0.09 -0.06 0.07 0.400
H 0.309 3.448 -0.588 -0.12 0.09 0.12 0.472
H -2.033 0.852 1.786 0.17 0.27 -0.19 0.417
```
Positions in Å, forces in eV/Å.

Strongest force on any atom ... 5.10 eV/A
Spin multiplicity ... 5
LUMO energy (alpha / beta) ... -4.3 / -4.3 eV
Orbital gap (alpha / beta) ... 5.913 / 5.934 eV
HOMO energy (alpha / beta) ... -10.2 / -10.2 eV
⟨S²⟩ ... 6.004
Charge ... +1

---

# 3
Density functional theory data (ωB97M-V with the def2-TZVPD basis set) for 11 unconnected molecules or ions with the total composition C22H68N2O16 at a distorted geometry.

The geometry in XYZ format:
```
108
Properties=species:S:1:pos:R:3:forces:R:3:mulliken_charge:R:1
C 3.106 0.032 -7.976 -1.23 0.98 -0.61 -0.532
O 2.696 -0.999 -7.120 0.46 -0.85 0.35 -0.492
H 2.182 0.392 -8.428 0.01 0.65 -0.29 0.236
H 3.554 0.853 -7.417 0.37 0.03 -0.19 0.233
H 3.693 -0.260 -8.846 0.41 -0.55 0.59 0.244
H 2.000 -0.607 -6.588 -0.02 -0.26 0.17 0.311
C -5.391 -2.765 -8.153 -0.19 0.67 -0.98 -0.469
O -4.935 -1.452 -7.873 -0.02 0.28 0.65 -0.488
H -4.454 -3.314 -8.246 -0.53 -0.53 0.05 0.196
H -6.141 -3.195 -7.489 0.50 0.03 0.82 0.240
H -5.949 -2.730 -9.089 0.36 -0.34 -0.53 0.232
H -5.654 -0.817 -7.914 -0.12 -0.09 0.00 0.288
C 0.369 7.036 -3.731 0.15 -0.69 0.24 -0.468
O 1.035 5.991 -4.449 -0.16 0.48 -0.19 -0.490
H 0.509 6.818 -2.672 -0.18 0.40 0.24 0.228
H 0.793 8.013 -3.961 0.10 -0.24 -0.17 0.214
H -0.697 7.029 -3.961 -0.08 0.23 0.00 0.218
H 0.472 5.221 -4.340 0.16 -0.20 -0.12 0.298
C 3.760 6.768 3.725 0.98 0.85 -0.20 -0.487
O 4.426 6.050 4.735 0.08 -0.82 0.25 -0.498
H 4.426 7.528 3.317 0.10 0.37 0.01 0.241
H 3.615 6.119 2.860 -0.64 -0.24 0.42 0.212
H 2.887 7.293 4.113 -0.39 -0.36 -0.32 0.236
H 4.810 6.631 5.396 -0.14 0.19 -0.17 0.295
C -6.107 5.102 -7.662 1.33 1.06 -0.12 -1.453
C -6.712 4.947 -6.280 -0.81 -0.04 -0.60 0.606
C -7.369 6.233 -5.668 -0.29 -0.52 -0.07 -0.694
O -7.884 5.917 -4.360 1.85 0.61 0.12 -0.358
C -6.798 5.989 -3.388 -1.13 0.30 0.19 -0.698
N -7.636 3.815 -6.458 -0.67 0.32 0.33 -0.673
H -5.349 5.884 -7.617 0.16 0.19 -0.11 0.369
H -6.758 5.391 -8.487 -0.54 -0.02 0.32 0.345
H -5.571 4.215 -7.998 -0.21 -0.20 0.29 0.358
H -5.924 4.606 -5.609 0.04 0.14 0.09 0.124
H -8.182 6.667 -6.250 -0.58 -0.88 -0.27 0.335
H -6.758 7.136 -5.653 0.98 -0.28 0.43 0.354
H -6.354 6.978 -3.276 -0.13 0.40 -0.62 0.305
H -5.968 5.309 -3.578 -0.28 -0.33 -0.03 0.269
H -7.262 5.839 -2.413 0.08 -0.58 -0.09 0.278
H -8.261 4.094 -7.201 -0.02 -0.12 -0.60 0.275
H -8.302 3.735 -5.702 0.24 -0.05 0.75 0.260
C 3.408 -11.250 3.730 0.19 0.54 0.83 -1.419
C 3.706 -10.647 2.368 -1.18 -1.34 -0.78 0.741
C 4.959 -9.753 2.310 -0.82 -0.29 -0.47 -0.667
O 4.753 -8.566 3.054 0.24 0.37 0.52 -0.333
C 4.275 -7.440 2.338 0.08 -0.11 -0.57 -0.695
N 3.671 -11.779 1.359 1.11 0.70 0.24 -0.803
H 2.606 -11.989 3.720 -0.07 0.09 -0.28 0.364
H 3.115 -10.456 4.417 -0.18 0.10 0.00 0.326
H 4.250 -11.719 4.240 0.32 -0.15 -0.44 0.310
H 2.825 -10.083 2.064 0.09 0.91 0.47 0.131
H 5.177 -9.500 1.272 0.04 -0.01 -0.26 0.334
H 5.821 -10.301 2.691 0.03 0.17 0.27 0.338
H 5.003 -6.998 1.659 0.52 -0.38 -0.22 0.279
H 4.036 -6.596 2.985 -0.23 -0.54 0.51 0.264
H 3.414 -7.701 1.722 -0.30 0.03 0.10 0.302
H 2.730 -12.145 1.320 -0.18 -0.15 0.43 0.274
H 3.762 -11.357 0.445 0.34 0.06 -0.35 0.255
C -3.704 1.707 4.966 0.86 0.70 -0.48 -0.264
C -2.559 2.480 5.613 -0.77 -1.14 0.94 -0.522
O -3.111 3.376 6.567 0.42 0.47 -0.44 -0.515
O -4.380 2.614 4.095 -0.22 -0.21 -0.23 -0.522
H -4.429 1.348 5.696 0.36 -0.30 0.24 0.246
H -3.291 0.929 4.324 0.05 -0.49 0.35 0.344
H -1.917 2.937 4.860 -0.13 0.27 -0.06 0.291
H -1.952 1.796 6.205 0.11 -0.11 -0.12 0.319
H -3.547 4.050 6.040 -0.26 0.27 0.15 0.321
H -4.805 2.001 3.491 -0.41 0.54 -0.37 0.301
C 5.881 -0.205 8.733 -0.24 -0.11 1.82 -0.344
C 5.921 -0.644 10.203 0.13 0.76 -0.60 -0.495
O 6.676 -1.815 10.459 0.07 0.37 -0.24 -0.510
O 5.115 -1.148 8.064 -0.10 -0.93 -1.21 -0.509
H 6.914 -0.121 8.394 0.04 0.08 -0.39 0.293
H 5.316 0.724 8.659 0.54 0.59 0.26 0.319
H 4.895 -0.780 10.545 -0.11 0.16 0.15 0.307
H 6.395 0.204 10.698 -0.01 -0.26 0.57 0.324
H 6.337 -2.487 9.863 -0.04 -0.22 -0.08 0.317
H 5.068 -0.824 7.161 -0.27 -0.43 -0.28 0.299
C -7.299 -3.873 -0.303 -0.71 -0.71 0.27 -0.335
C -7.774 -2.611 -0.930 1.81 -0.27 -1.18 -0.433
O -7.633 -1.572 0.008 -1.02 0.47 0.32 -0.490
O -8.349 -4.435 0.458 -0.18 -0.64 0.40 -0.524
H -6.421 -3.686 0.316 0.14 0.17 0.04 0.266
H -7.033 -4.625 -1.045 -0.04 0.06 -0.10 0.296
H -8.756 -2.730 -1.389 -0.19 0.12 0.33 0.347
H -7.058 -2.434 -1.733 -0.04 0.34 -0.46 0.249
H -8.420 -1.030 -0.083 0.12 0.35 0.23 0.315
H -8.758 -3.742 0.981 0.10 0.11 0.15 0.308
C -0.835 0.676 -1.956 -0.50 -0.24 1.69 -0.398
C 0.455 1.126 -1.197 -0.23 -0.69 0.18 -0.283
O 0.697 0.391 0.033 -0.68 0.20 -0.47 -0.529
O -0.762 0.932 -3.322 0.88 0.22 -0.88 -0.515
H -1.728 1.160 -1.559 0.13 0.78 0.38 0.269
H -1.111 -0.349 -1.708 0.82 -0.60 -0.23 0.331
H 0.377 2.178 -0.922 0.08 0.16 -0.39 0.200
H 1.377 0.904 -1.735 -0.45 0.53 -1.03 0.308
H 1.638 0.543 0.141 0.00 -0.29 0.55 0.315
H -1.573 0.681 -3.768 -0.06 -0.06 0.19 0.301
C 9.946 1.671 2.690 -0.60 -0.75 -0.02 -0.447
C 8.741 1.158 1.812 1.93 1.33 1.76 -0.356
O 7.571 1.237 2.609 -0.08 -0.61 -0.72 -0.516
O 9.783 3.029 3.028 -0.34 1.03 -0.42 -0.535
H 10.914 1.565 2.200 -0.01 -0.47 -0.24 0.346
H 9.935 1.212 3.678 0.13 -1.15 -0.31 0.313
H 8.976 0.140 1.502 -0.48 -0.04 0.15 0.313
H 8.758 1.816 0.943 -0.54 -0.01 -0.25 0.244
H 7.549 2.098 3.032 0.12 0.23 -0.04 0.326
H 10.536 3.211 3.595 -0.14 0.45 0.10 0.311
```
Positions in Å, forces in eV/Å.

Strongest force on any atom ... 2.93 eV/A
LUMO energy ... 0.0 eV
Orbital gap ... 9.327 eV
SMILES string ... COC[C@H](C)N.COC[C@H](C)N.OCCO.OCCO.OCCO.OCCO.OCCO.CO.CO.CO.CO
HOMO energy ... -9.3 eV
Charge ... 0

---

# 4
Density functional theory data (ωB97M-V with the def2-TZVPD basis set) for 6 unconnected molecules or ions with the total composition C33H53N2O14PS at a distorted geometry.

The geometry in XYZ format:
```
104
Properties=species:S:1:pos:R:3:forces:R:3:mulliken_charge:R:1
N 1.469 -2.603 2.015 -1.03 0.04 -0.12 -0.601
C 0.921 -3.367 0.847 -0.02 0.17 -0.07 -0.464
C -0.299 -4.306 1.276 0.47 1.71 0.38 -0.019
C -1.465 -3.334 1.653 -0.29 -0.41 -0.99 0.565
C -2.359 -2.887 0.714 0.67 -0.14 1.46 0.585
P -2.349 -3.342 -1.078 -1.30 1.14 -2.05 0.880
O -2.281 -4.971 -1.368 0.80 1.45 1.26 -0.564
O -1.045 -2.543 -1.751 -0.74 -1.44 1.21 -0.549
S -3.913 -2.665 -2.027 0.45 -0.16 0.39 -0.428
C -3.436 -1.878 1.258 1.11 0.01 -0.03 -0.179
O -4.592 -1.903 0.958 0.14 0.15 0.17 -0.510
C -2.870 -0.842 2.291 0.38 0.32 0.02 0.234
C -3.347 0.630 2.168 -0.52 -1.16 0.51 0.226
C -4.563 1.009 2.882 1.56 2.99 -2.04 -0.313
C -4.916 2.425 2.665 1.73 -2.17 -0.34 -0.500
C -4.027 3.186 1.815 -1.45 0.65 0.69 -0.329
N -2.923 2.797 1.145 -0.47 -1.27 0.90 -0.274
C -2.566 1.503 1.319 -1.53 -0.47 1.26 -0.303
C -1.989 -1.282 3.224 -0.54 -0.65 -1.15 -0.472
C -1.617 -2.802 3.127 0.04 1.11 -0.85 0.104
O -1.464 -3.518 4.082 0.18 0.13 -0.27 -0.551
H 1.148 -1.633 1.921 0.39 -0.37 0.06 0.327
H 1.022 -2.919 2.883 0.48 -0.10 -0.36 0.299
H 1.734 -3.955 0.342 -0.78 0.35 0.68 0.079
H 0.591 -2.598 0.104 0.11 -0.87 0.42 0.424
H -0.529 -4.954 0.400 0.01 0.33 0.87 0.194
H 0.080 -4.891 2.155 -0.92 0.58 -1.15 -0.592
H -2.273 -5.497 -0.547 0.06 0.17 -0.33 0.395
H -1.391 -2.045 -2.517 -0.08 -0.36 0.33 0.325
H -5.145 0.325 3.528 0.55 0.45 -0.63 0.452
H -5.812 2.879 3.151 0.98 -0.32 -0.62 0.394
H -4.299 4.266 1.695 0.33 -1.05 -0.03 0.302
H -1.651 1.091 0.828 -0.87 0.60 0.36 0.421
H -1.565 -0.600 3.989 -0.31 -0.82 -0.40 0.415
O 1.345 3.449 0.640 -0.02 0.15 -0.37 -0.613
C 0.811 4.430 0.190 0.00 0.02 0.48 0.742
O 1.097 4.835 -1.060 0.15 -0.37 -0.33 -0.382
C 0.401 5.883 -1.745 -0.02 0.26 -0.03 -0.260
C 0.955 7.244 -1.377 0.05 0.08 0.18 -0.907
C -0.116 5.261 1.039 -0.56 -0.03 -0.07 -0.808
H -0.676 5.809 -1.580 0.04 0.01 0.11 0.239
H 0.561 5.708 -2.810 0.08 -0.17 0.11 0.286
H 0.829 7.456 -0.314 -0.09 0.02 -0.04 0.336
H 0.454 8.028 -1.947 0.01 -0.05 -0.02 0.322
H 2.026 7.286 -1.583 -0.06 -0.04 -0.09 0.236
H 0.477 5.926 1.669 0.00 -0.03 -0.04 0.301
H -0.699 4.591 1.669 0.21 -0.02 0.04 0.202
H -0.833 5.847 0.468 0.12 0.13 0.00 0.288
O 1.399 -6.149 2.541 0.31 -0.47 0.80 -0.628
C 1.217 -6.595 3.650 -0.12 -0.41 -0.12 1.022
O 2.117 -6.364 4.614 0.24 0.47 -0.16 -0.384
C 1.923 -6.700 5.995 -0.04 -0.27 0.24 -0.417
C 2.282 -8.148 6.263 -0.02 -0.14 -0.16 -1.012
C 0.032 -7.476 3.941 -0.42 0.27 0.27 -1.256
H 0.911 -6.450 6.319 -0.01 -0.06 -0.12 0.361
H 2.595 -6.053 6.560 0.01 0.09 -0.26 0.350
H 1.642 -8.832 5.704 -0.06 0.03 0.09 0.276
H 2.184 -8.377 7.326 0.01 0.03 -0.03 0.385
H 3.309 -8.349 5.952 -0.01 0.08 0.09 0.302
H 0.256 -8.492 3.615 0.00 0.04 -0.01 0.314
H -0.824 -7.098 3.381 0.15 -0.09 -0.15 0.296
H -0.265 -7.487 4.987 0.12 -0.13 0.01 0.386
O -0.690 7.659 -5.794 0.37 -0.14 0.16 -0.567
C 0.441 7.999 -6.026 -0.32 0.35 -0.11 0.773
O 1.461 7.430 -5.358 -0.06 -0.51 0.22 -0.356
C 2.845 7.635 -5.666 0.19 0.24 0.02 -0.410
C 3.371 8.899 -5.015 -0.11 0.17 0.02 -0.891
C 0.727 9.116 -6.997 0.24 -0.18 -0.52 -0.989
H 3.012 7.617 -6.744 -0.09 0.08 0.01 0.348
H 3.376 6.774 -5.258 -0.25 -0.06 0.02 0.334
H 2.854 9.786 -5.385 0.07 -0.03 -0.07 0.268
H 4.438 9.015 -5.209 -0.03 -0.02 0.02 0.372
H 3.210 8.865 -3.936 0.07 -0.09 -0.04 0.224
H 0.588 10.071 -6.490 0.00 -0.04 -0.02 0.252
H 0.023 9.042 -7.824 -0.14 0.08 0.21 0.311
H 1.723 9.078 -7.434 0.06 0.11 0.15 0.340
O 4.056 -4.156 -0.414 0.44 -0.06 0.01 -0.557
C 4.711 -4.869 0.302 -0.47 -0.31 0.01 0.642
O 6.055 -4.851 0.214 0.31 0.49 -0.19 -0.395
C 6.928 -5.528 1.123 -0.01 -0.24 0.02 -0.379
C 7.106 -6.982 0.734 -0.12 -0.13 -0.06 -0.918
C 4.045 -5.842 1.240 0.25 0.32 0.40 -0.130
H 6.588 -5.408 2.153 -0.09 -0.06 -0.05 0.363
H 7.889 -5.018 1.055 -0.16 0.13 -0.13 0.308
H 6.162 -7.527 0.773 0.03 0.02 0.10 0.258
H 7.817 -7.474 1.400 0.00 0.03 -0.02 0.345
H 7.473 -7.058 -0.292 0.07 0.07 0.07 0.296
H 3.761 -6.736 0.683 -0.02 0.04 0.02 0.243
H 3.155 -5.375 1.649 0.02 -0.06 -0.25 -0.363
H 4.661 -6.126 2.092 0.06 -0.15 -0.09 0.325
O -6.969 2.333 -1.217 0.19 0.35 -0.17 -0.594
C -5.892 2.390 -1.752 -0.08 -0.52 0.05 0.703
O -5.528 3.508 -2.408 -0.21 0.50 0.17 -0.402
C -4.216 3.741 -2.931 0.16 -0.15 -0.19 -0.133
C -4.047 3.107 -4.296 -0.07 -0.17 -0.06 -1.011
C -4.972 1.196 -1.768 0.45 0.09 0.38 -0.588
H -3.450 3.421 -2.221 -0.07 -0.10 0.00 0.164
H -4.115 4.824 -3.023 -0.22 -0.03 0.11 0.323
H -4.156 2.022 -4.252 0.09 0.02 0.04 0.272
H -3.063 3.338 -4.709 -0.03 0.02 0.02 0.362
H -4.812 3.474 -4.983 0.07 0.08 0.05 0.295
H -5.282 0.518 -2.564 0.02 -0.01 0.06 0.324
H -5.052 0.685 -0.809 -0.23 -0.08 -0.13 0.077
H -3.921 1.450 -1.896 -0.03 -0.03 -0.19 0.211
```
Positions in Å, forces in eV/Å.

Strongest force on any atom ... 3.94 eV/A
LUMO energy ... -1.0 eV
Orbital gap ... 7.566 eV
SMILES string ... NCCC1=C(P(O)(O)=S)C(=O)C(c2cccnc2)=CC1=O.CCOC(C)=O.CCOC(C)=O.CCOC(C)=O.CCOC(C)=O.CCOC(C)=O
HOMO energy ... -8.6 eV
Charge ... 0